# C14H14BrF6IN7PRe

C14H14BrF6IN7PRe as an isolated structure (wB97M-V/def2-TZVPD, the OMol25 dataset).

Structure (ORCA input):
```
! wB97M-V def2-TZVPD RIJCOSX def2/J DEFGRID3
* xyz 3 3
Re -0.6543 0.0154 -0.3003
C -2.0616 3.6800 3.5309
C -0.9516 2.7987 3.0470
C 0.2558 2.6797 3.7422
C 1.2384 1.8251 3.2842
C 1.0265 1.1006 2.1259
Br 2.3796 -0.0938 1.6123
N -0.1127 1.2191 1.4047
C -1.0788 2.0532 1.8969
H -1.6805 4.6638 3.8033
H -2.5178 3.2523 4.4255
H -2.8399 3.8035 2.7806
H 0.4185 3.2477 4.6508
H 2.1688 1.7025 3.8204
H -2.0000 2.1012 1.3375
N 1.7555 2.2959 -0.9000
C 2.0251 1.0918 -1.3694
N 3.2094 0.8291 -1.8444
C 3.4118 -0.3578 -2.4223
N 4.6072 -0.7016 -2.8078
N 2.3898 -1.2575 -2.6929
C 1.2550 -0.9959 -2.1877
N 0.9871 0.1213 -1.3478
C 0.0683 -1.8200 -2.4646
C 0.0489 -2.8506 -3.3733
C -1.1678 -3.4873 -3.6182
C -2.3054 -3.0591 -2.9535
C -2.2097 -2.0241 -2.0371
N -1.0373 -1.4232 -1.7947
H 2.4920 2.9896 -0.9461
H 0.8313 2.5898 -0.6310
H 5.3900 -0.0762 -2.6612
H 4.7610 -1.5819 -3.2816
H 0.9578 -3.1337 -3.8859
H -1.2224 -4.2993 -4.3317
H -3.2682 -3.5168 -3.1351
H -3.0709 -1.6699 -1.4866
I -2.0304 1.7620 -1.5049
F -2.2607 -0.5182 0.7729
P -1.7347 -2.1421 2.0295
F -2.0840 -2.8763 0.7235
F -0.9217 -3.2395 2.6807
F -0.1561 -1.5823 0.8399
F -1.1881 -0.9523 2.8341
F -3.1232 -2.1629 2.6353
*
```

Output
**Largest force on an atom**: 0.2 eV/A
**⟨S²⟩**: 2.0423
**E_HOMO (spin up / spin down)**: -18.313 / -18.333 eV
**Total energy**: -131022.6820 eV
**Energy above the lowest of the compared OMol25 structures with the same formula, charge and spin**: 0.0 kcal/mol
**Gap between HOMO and LUMO (spin up / spin down)**: 5.00 / 5.90 eV

Atom charges from the Mulliken analysis, given in e for atoms 1 to 8: Re 0.411; C -1.520; C 0.314; C -0.411; C -0.739; C 0.410; Br 0.081; N 0.419

# C34H109BO35

A 19-piece molecular cluster, C34H109BO35 overall at a distorted geometry (wB97M-V/def2-TZVPD, the OMol25 dataset).

Structure (ORCA input):
```
! wB97M-V def2-TZVPD RIJCOSX def2/J DEFGRID3
* xyz 0 1
O 4.4449 -19.9675 -2.1906
H 5.3484 -20.1239 -2.4747
H 4.4063 -19.4431 -1.3873
H 3.8510 -19.5994 -2.8489
B 7.0917 -20.3065 -2.5791
H 7.9636 -20.8017 -2.9777
H 7.4791 -19.4846 -1.9972
H 6.4506 -20.0390 -3.4047
H 6.5291 -21.0029 -1.9767
C 4.3644 -22.2317 -5.2698
C 5.5331 -23.2248 -5.0332
O 6.2317 -23.1905 -3.8202
O 3.6173 -22.1388 -4.1214
H 3.7206 -22.5596 -6.0859
H 4.7055 -21.2552 -5.6137
H 6.3180 -22.9909 -5.7525
H 5.3458 -24.2952 -5.1180
H 6.3889 -22.2606 -3.6412
H 3.8623 -22.8938 -3.5814
C 10.1559 -24.6875 -6.6977
C 9.4397 -23.4952 -6.0445
O 9.7119 -22.3967 -6.8820
O 11.5492 -24.5131 -6.7790
H 9.8213 -24.8348 -7.7245
H 9.8681 -25.6224 -6.2169
H 9.8669 -23.3313 -5.0552
H 8.3569 -23.6078 -5.9895
H 10.6153 -22.1491 -6.6718
H 11.8211 -25.3923 -7.0523
C 9.8011 -18.0945 2.9716
C 10.2751 -17.4115 4.2481
O 9.6470 -17.7495 5.4099
O 8.6043 -17.4900 2.4633
H 9.8992 -19.1781 2.9057
H 10.5204 -17.6652 2.2742
H 10.0203 -16.3564 4.1489
H 11.3599 -17.4354 4.3519
H 9.8137 -18.6923 5.4798
H 8.3456 -17.9939 1.6882
C 13.1818 -20.6453 -4.3981
C 12.8035 -21.1154 -2.9547
O 13.3893 -22.3171 -2.6097
O 12.7169 -21.5077 -5.4166
H 14.2480 -20.4186 -4.3987
H 12.7632 -19.6578 -4.5918
H 11.7358 -21.3256 -3.0169
H 12.9099 -20.3684 -2.1681
H 13.5356 -22.3508 -1.6615
H 13.0228 -22.3873 -5.1835
C 7.4867 -22.3696 -9.4042
C 6.7088 -21.3663 -8.5585
O 6.7670 -20.0335 -9.1595
O 8.8515 -21.9576 -9.4480
H 7.1884 -22.3925 -10.4524
H 7.5423 -23.3967 -9.0436
H 7.0654 -21.2305 -7.5375
H 5.6802 -21.7266 -8.5778
H 6.2288 -20.1518 -9.9456
H 9.1314 -21.9767 -8.5299
C 8.7124 -24.3342 -1.3341
C 10.0637 -23.5534 -1.6848
O 9.8172 -22.1655 -1.5691
O 8.2058 -24.7594 -2.6258
H 7.8786 -23.7231 -0.9883
H 8.8881 -25.1086 -0.5875
H 10.5420 -23.8494 -2.6185
H 10.7641 -23.8450 -0.9022
H 9.2780 -21.8254 -2.2869
H 7.4219 -24.2379 -2.8129
C 13.3450 -16.0779 -1.0085
C 11.7973 -15.9476 -1.0800
O 11.2993 -15.4420 -2.3526
O 13.7536 -17.2538 -1.6240
H 13.6258 -16.1638 0.0412
H 13.8444 -15.2546 -1.5192
H 11.4826 -15.2063 -0.3455
H 11.1756 -16.8239 -0.8960
H 11.8134 -15.7989 -3.0805
H 14.6075 -17.5319 -1.2848
C 2.5678 -14.9234 -3.7926
C 4.0555 -15.1773 -3.8754
O 4.8062 -14.0380 -3.5004
O 2.1720 -14.9338 -2.4736
H 2.0134 -15.7107 -4.3033
H 2.2755 -13.9645 -4.2206
H 4.3378 -15.4546 -4.8910
H 4.3012 -16.0781 -3.3130
H 4.6221 -13.8350 -2.5803
H 2.8681 -14.5089 -1.9670
C 4.4770 -17.1681 0.1744
C 3.6668 -16.5715 1.2905
O 3.9836 -16.9844 2.6088
O 4.1749 -18.5600 -0.0232
H 5.5366 -17.0019 0.3686
H 4.1173 -16.6728 -0.7275
H 2.6182 -16.8305 1.1445
H 3.7918 -15.4898 1.2416
H 4.6772 -16.3911 2.9063
H 4.3882 -18.9713 0.8176
C 11.7417 -18.9223 -8.6142
C 10.5562 -18.6802 -7.6999
O 11.0283 -18.2548 -6.4619
O 12.3913 -20.1383 -8.2966
H 12.4227 -18.0723 -8.6560
H 11.4879 -18.9699 -9.6732
H 9.9593 -19.5551 -7.4424
H 9.9479 -17.8710 -8.1039
H 10.3394 -18.3164 -5.7962
H 12.5724 -20.1330 -7.3538
C 7.0350 -17.1962 -4.1935
C 8.5752 -17.3135 -4.5615
O 9.1099 -18.6173 -4.5767
O 6.6547 -17.2774 -2.7968
H 6.5900 -18.0434 -4.7153
H 6.6115 -16.3343 -4.7093
H 9.1644 -16.8127 -3.7933
H 8.8024 -17.0059 -5.5822
H 8.5255 -19.1601 -4.0425
H 6.8559 -18.1750 -2.5220
C 5.1073 -27.3456 -1.4852
C 3.6860 -27.6381 -1.1039
O 2.9268 -26.4473 -0.7470
O 5.2231 -26.6564 -2.7069
H 5.6769 -28.2702 -1.5790
H 5.5980 -26.7915 -0.6850
H 3.6057 -28.3300 -0.2655
H 3.1479 -28.0553 -1.9551
H 2.0213 -26.6766 -0.9686
H 5.0815 -25.7161 -2.5752
C 4.9138 -23.5079 -0.8797
C 4.3061 -22.8823 0.3740
O 3.7572 -23.8952 1.1795
O 3.8875 -23.8119 -1.7996
H 5.4120 -24.4400 -0.6131
H 5.5433 -22.7954 -1.4126
H 3.5501 -22.1592 0.0680
H 5.0383 -22.2720 0.9026
H 4.5852 -24.3806 1.1980
H 3.2839 -24.4001 -1.3398
C 3.5905 -18.6805 -7.5313
C 2.3200 -19.4738 -7.1474
O 1.2366 -18.6457 -6.7852
O 4.0683 -18.0212 -6.3548
H 3.3364 -17.8950 -8.2430
H 4.2645 -19.4139 -7.9739
H 2.4623 -20.3012 -6.4523
H 2.0226 -20.1142 -7.9778
H 0.4360 -19.1477 -6.9546
H 4.7198 -17.3645 -6.6117
C 7.2387 -20.3863 0.9431
C 6.4571 -20.4549 2.2755
O 5.0645 -20.1015 2.1469
O 7.6983 -19.1165 0.4952
H 6.5337 -20.7331 0.1876
H 7.9538 -21.2021 1.0489
H 6.9156 -19.7548 2.9739
H 6.5143 -21.4330 2.7533
H 4.6491 -20.0734 3.0120
H 7.9100 -19.2119 -0.4363
C 8.0392 -15.1882 -0.1383
C 8.1732 -14.2407 0.9807
O 8.2980 -12.9861 0.3751
O 6.8605 -15.0541 -0.8665
H 8.0135 -16.2575 0.0714
H 8.8552 -14.9598 -0.8239
H 9.0272 -14.5826 1.5655
H 7.3522 -14.2914 1.6958
H 7.5122 -12.9281 -0.1733
H 6.7863 -15.8223 -1.4375
C 1.4494 -18.6511 -3.5517
C 1.4301 -18.7700 -1.9907
O 1.6251 -20.0229 -1.4984
O 2.8185 -18.7561 -4.0665
H 0.8881 -17.7388 -3.7536
H 0.8564 -19.4561 -3.9857
H 0.4211 -18.5257 -1.6587
H 1.9965 -18.1205 -1.3234
H 1.2166 -20.0434 -0.6298
H 2.6792 -18.4145 -4.9527
*
```

Output
**Largest force on an atom**: 4.2 eV/A
**E_HOMO**: -9.073 eV
**Total energy**: -109350.2668 eV
**Gap between HOMO and LUMO**: 9.31 eV

Atom charges from the Mulliken analysis, given in e for atoms 1 to 8: O 2.299; H 0.679; H 0.086; H 0.106; B 2.879; H -0.872; H -1.034; H -0.201

# C3H5NOS

An isolated molecule of C3H5NOS at a distorted geometry (wB97M-V/def2-TZVPD, the OMol25 dataset).

Structure (ORCA input):
```
! wB97M-V def2-TZVPD RIJCOSX def2/J DEFGRID3
* xyz 0 1
C 1.7146 1.0161 -0.0049
C 1.0310 -0.3239 -0.0156
C -2.4323 -0.6690 -0.0268
H 1.2723 1.6094 -0.7914
H 1.3783 1.4957 0.9246
H 2.8037 0.9293 -0.0720
H -2.6835 0.4245 0.0791
H -3.2052 -1.4500 -0.0629
N -1.2583 -1.1427 0.0346
O -0.3263 -0.0663 -0.0531
S 1.7058 -1.8230 -0.0117
*
```

Output
**SMILES string**: C=NOC(C)=S
**Largest force on an atom**: 1.5 eV/A
**E_HOMO**: -8.650 eV
**Total energy**: -17562.3500 eV
**Energy above the lowest of the compared OMol25 structures with the same formula, charge and spin**: 67.3 kcal/mol
**Gap between HOMO and LUMO**: 8.97 eV

Atom charges from the Mulliken analysis, given in e for atoms 1 to 8: C -0.932; C 0.413; C -0.242; H 0.301; H 0.281; H 0.319; H 0.263; H 0.308

# C4H8N4

A 2-piece molecular cluster, C4H8N4 overall (wB97M-V/def2-TZVPD, the OMol25 dataset).

Structure (ORCA input):
```
! wB97M-V def2-TZVPD RIJCOSX def2/J DEFGRID3
* xyz 0 1
C 0.2230 1.0749 -0.3008
C 0.4252 -0.3337 -0.7067
N -0.9118 1.6721 -0.8107
N -0.3224 -0.7564 -1.8124
C 1.1982 -1.1460 0.0146
C 0.1416 -0.8190 3.1182
N 1.1009 1.6414 0.4136
N -0.8494 -1.2506 2.6995
H -1.1820 2.5565 -0.4109
H -1.6661 1.0713 -1.0974
H -0.0373 -1.6676 -2.1436
H -0.3459 -0.0806 -2.5646
H 0.8849 2.6046 0.6619
H -1.6902 -1.6117 2.3010
H 1.3547 -2.1746 -0.2632
H 1.6767 -0.7809 0.9014
*
```

Output
**Largest force on an atom**: 0.8 eV/A
**E_HOMO**: -8.374 eV
**Total energy**: -10236.3398 eV
**Energy above the lowest of the compared OMol25 structures with the same formula, charge and spin**: 43.9 kcal/mol
**Gap between HOMO and LUMO**: 9.22 eV

Atom charges from the Mulliken analysis, given in e for atoms 1 to 8: C 0.114; C 0.923; N -0.483; N -0.595; C -1.184; C -0.213; N -0.598; N -0.107

# C4H9NO2

An isolated molecule of C4H9NO2 (wB97M-V/def2-TZVPD, the OMol25 dataset).

Structure (ORCA input):
```
! wB97M-V def2-TZVPD RIJCOSX def2/J DEFGRID3
* xyz 0 1
C -0.5429 0.9102 -1.5964
N -0.0146 1.7668 -0.5224
C 0.1791 1.7076 0.8071
O -0.1367 0.5955 1.4751
C -0.6000 -0.6882 1.0200
C 0.6031 -1.6034 0.8986
O 1.4716 -1.2186 -0.1484
H -0.3815 1.4197 -2.5515
H -0.0127 -0.0448 -1.6285
H -1.6194 0.7468 -1.4779
H 0.2171 2.7011 -0.8193
H -1.2655 -1.0455 1.8115
H -1.1687 -0.6347 0.0910
H 1.1252 -1.6170 1.8668
H 0.2743 -2.6221 0.6744
H 1.8716 -0.3734 0.0999
*
```

Output
**Largest force on an atom**: 0.4 eV/A
**E_HOMO**: -8.294 eV
**Total energy**: -9876.4951 eV
**Energy above the lowest of the compared OMol25 structures with the same formula, charge and spin**: 82.2 kcal/mol
**Gap between HOMO and LUMO**: 9.13 eV

Atom charges from the Mulliken analysis, given in e for atoms 1 to 8: C -0.871; N -0.008; C -0.385; O -0.136; C -0.320; C -0.436; O -0.527; H 0.329

# C3H10N2S

C3H10N2S as an isolated structure at a distorted geometry (wB97M-V/def2-TZVPD, the OMol25 dataset).

Structure (ORCA input):
```
! wB97M-V def2-TZVPD RIJCOSX def2/J DEFGRID3
* xyz 0 1
N -1.4829 1.0905 0.7197
C -0.4894 -0.0493 0.4688
C -0.3587 -0.5805 -1.0381
S 1.1878 -1.4529 -1.3676
C 0.6964 0.4176 1.3382
N 0.3599 0.0681 2.6667
H 1.1591 -0.4994 -4.0254
H 0.8810 -0.3839 -4.8019
H -2.4305 0.8780 0.3483
H -0.9701 -0.9942 0.8629
H -0.3870 0.2578 -1.8193
H -1.2275 -1.2047 -1.1776
H 1.7824 -0.1819 0.8551
H 0.8139 1.5590 0.9907
H 1.0801 0.4739 3.2606
H -0.6144 0.6019 2.7189
*
```

Output
**Largest force on an atom**: 6.2 eV/A
**E_HOMO**: -8.268 eV
**Total energy**: -17080.8330 eV
**Energy above the lowest of the compared OMol25 structures with the same formula, charge and spin**: 179.2 kcal/mol
**Gap between HOMO and LUMO**: 4.55 eV

Atom charges from the Mulliken analysis, given in e for atoms 1 to 8: N -0.608; C 0.152; C -0.724; S -0.162; C -0.237; N -0.629; H -0.258; H 0.244